C20H18AsI2N6OS5Tl | ωB97M-V/def2-TZVPD

The charge is -2. The HOMO-LUMO gap is 5.0 eV.

The geometry in XYZ format:
```
54
Properties=species:S:1:pos:R:3:mulliken_charge:R:1
Tl -1.489 -0.120 1.392 1.145
N -2.856 1.793 4.903 -0.487
C -1.882 1.574 3.973 0.462
S -1.152 -0.018 3.962 -0.459
N -1.539 2.623 3.262 -1.382
N -0.688 2.325 2.250 1.036
C -0.151 3.300 1.637 -1.244
C 0.711 3.044 0.469 1.138
C 1.197 4.070 -0.267 -0.720
C 2.207 3.876 -1.292 -0.280
C 2.277 2.785 -2.064 -0.913
C 1.139 1.805 -2.119 -1.274
N 1.095 1.726 0.307 -0.085
H -3.385 0.960 5.113 0.282
H -3.441 2.578 4.652 0.289
H -0.336 4.325 1.953 0.223
H 0.907 5.077 0.014 0.404
H 2.959 4.654 -1.407 0.372
H 3.109 2.663 -2.752 0.337
H 1.196 1.182 -3.012 0.684
I 5.119 -2.031 -3.089 -0.057
C 3.712 -1.625 -1.589 -0.728
C 3.657 -2.431 -0.461 -0.258
C 2.728 -2.136 0.518 -0.166
I 2.625 -3.337 2.225 -0.043
C 1.816 -1.037 0.452 0.335
O 0.994 -0.786 1.397 -0.724
C 1.905 -0.262 -0.757 -0.932
C 0.941 0.909 -0.893 1.085
N -0.437 0.339 -0.929 0.321
C -0.703 -0.695 -1.915 -1.522
C -0.701 -2.103 -1.352 0.894
C -0.579 -3.203 -2.198 -1.064
C -0.615 -4.468 -1.649 -0.376
C -0.770 -4.607 -0.275 -0.876
C -0.896 -3.461 0.486 -0.576
N -0.861 -2.240 -0.050 0.505
C 2.844 -0.551 -1.731 -0.587
H 4.325 -3.274 -0.345 0.348
H 0.215 2.387 -2.196 0.678
H 0.926 1.157 1.131 0.356
H -1.122 1.082 -1.036 0.408
H 0.016 -0.664 -2.739 0.273
H -1.696 -0.511 -2.335 0.631
H -0.450 -3.055 -3.264 0.440
H -0.522 -5.342 -2.284 0.381
H -0.797 -5.581 0.197 0.397
H -1.032 -3.506 1.562 0.614
H 2.906 0.069 -2.617 0.465
S -6.116 -0.307 -0.659 -0.620
As -4.839 0.160 0.959 0.386
S -3.601 -1.619 1.519 -0.430
S -3.164 1.492 0.250 -0.452
S -5.705 1.014 2.693 -0.634
```


C28H26BIO11P | ωB97M-V/def2-TZVPD

The charge is +1. The HOMO-LUMO gap is 7.8 eV. Its energy above the lowest of the compared OMol25 structures with the same formula, charge and spin is 47.7 kcal/mol.

The geometry in XYZ format:
```
68
Properties=species:S:1:pos:R:3:mulliken_charge:R:1
C 4.176 1.104 0.451 -0.562
C 3.687 2.661 0.487 -0.439
O 2.265 2.631 0.162 -0.111
B 1.534 3.699 0.736 0.420
O 2.019 4.708 1.636 -0.439
P -0.365 3.782 0.289 0.028
C -0.860 2.028 -0.231 1.071
C -2.067 1.406 0.634 0.223
O -2.958 0.786 -0.006 -0.482
I -2.226 1.525 2.797 0.117
H 5.253 0.995 0.804 0.427
H 3.973 0.689 -0.590 0.099
H 3.463 0.570 1.190 0.067
H 3.931 3.024 1.540 0.329
H 4.304 3.180 -0.333 0.283
H 1.725 4.400 2.535 0.348
H -0.440 4.594 -0.885 0.181
H -1.114 4.280 1.404 0.192
H -1.111 1.986 -1.360 -0.403
H 0.027 1.295 -0.097 -0.230
C 6.942 -3.080 -2.944 -0.415
C 6.924 -2.531 -1.729 -0.405
C 5.669 -2.026 -1.134 0.278
O 5.651 -1.523 -0.025 -0.543
C 4.434 -2.153 -1.937 0.009
C 4.452 -2.701 -3.153 -0.418
C 5.707 -3.207 -3.748 0.272
O 5.723 -3.709 -4.855 -0.537
H 7.852 -3.455 -3.395 0.415
H 7.819 -2.431 -1.127 0.432
H 3.523 -1.778 -1.486 0.486
H 3.557 -2.801 -3.755 0.447
C -1.264 -2.863 0.455 -0.446
C -0.471 -2.021 -0.209 -0.274
C 0.911 -1.756 0.240 0.351
O 1.635 -0.984 -0.366 -0.551
C 1.383 -2.459 1.452 -0.304
C 0.589 -3.301 2.117 -0.444
C -0.794 -3.567 1.668 0.252
O -1.517 -4.335 2.271 -0.540
H -2.280 -3.068 0.140 0.452
H -0.799 -1.498 -1.099 0.579
H 2.399 -2.253 1.766 0.502
H 0.918 -3.824 3.006 0.440
C -1.153 2.551 -5.311 -0.433
C -1.978 2.567 -6.359 -0.346
C -3.224 1.771 -6.366 0.278
O -3.975 1.783 -7.321 -0.508
C -3.520 0.959 -5.167 -0.376
C -2.695 0.944 -4.119 -0.255
C -1.450 1.740 -4.114 0.453
O -0.694 1.727 -3.152 -0.571
H -0.236 3.127 -5.289 0.423
H -1.776 3.157 -7.245 0.416
H -4.437 0.383 -5.188 0.431
H -2.897 0.354 -3.233 0.404
C -6.501 -1.057 6.715 -0.354
C -5.673 -0.096 7.127 -0.358
C -4.622 0.442 6.239 0.507
O -3.863 1.318 6.613 -0.588
C -4.524 -0.124 4.878 0.460
C -5.351 -1.084 4.465 -0.550
C -6.404 -1.624 5.353 0.368
O -7.159 -2.498 4.977 -0.526
H -7.277 -1.464 7.352 0.417
H -5.731 0.330 8.121 0.416
H -3.747 0.285 4.242 -0.298
H -5.292 -1.510 3.470 0.435
```


C3H9N2 | ωB97M-V/def2-TZVPD

The charge is +1. The HOMO-LUMO gap is 9.1 eV. Its energy above the lowest of the compared OMol25 structures with the same formula, charge and spin is 37.9 kcal/mol. Its SMILES is C/C([NH3+])=C\N.

The geometry in XYZ format:
```
14
Properties=species:S:1:pos:R:3:mulliken_charge:R:1
C 0.458 1.135 1.065 -1.306
C -0.032 0.349 -0.115 0.133
N -0.988 1.148 -0.940 -0.323
C 0.260 -0.919 -0.461 -0.117
N 0.467 -1.922 0.414 -0.411
H 0.802 2.067 0.658 0.386
H -0.324 1.481 1.753 0.382
H 1.149 0.541 1.645 0.346
H -1.793 0.655 -1.328 0.369
H -1.347 1.965 -0.445 0.366
H -0.461 1.517 -1.743 0.374
H 0.333 -1.192 -1.515 0.325
H 0.247 -1.932 1.395 0.246
H 1.206 -2.598 0.274 0.230
```


The calculation returns the following max |F| values, one per record and in order: 0.7, 5.6, 1.9 eV/A.
The calculation returns the following E_tot values, one per record and in order: -6171.43462, -2573.72141, -228.92639 Ha.